No. 1
The following is a quantum chemistry calculation of a cluster of 4 separate species, C2H13NO3 in total, from OMol25.

Summary:
Total charge   -1
Multiplicity   2
Gap between HOMO and LUMO (alpha / beta)   2.5630 / 9.7670 eV
Relative energy (zero: lowest compared OMol25 entry of this formula, charge and spin)   0.00 kJ/mol
<S²>   0.75

XYZ file:
```
19
Properties=species:S:1:pos:R:3:mulliken_charge:R:1
C 0.726 1.928 1.886 -1.073
C 0.137 0.539 1.665 -0.864
N -0.313 0.384 0.274 -1.081
H 0.062 2.637 2.382 0.403
H 1.680 1.858 2.418 0.298
H 0.967 2.432 0.952 0.327
H 0.860 -0.236 1.891 0.379
H -0.682 0.335 2.362 0.270
H -0.984 -0.396 0.240 0.482
H -0.870 1.172 -0.027 0.501
H -2.350 -2.421 -0.080 0.639
H -1.000 -2.357 -0.885 0.271
O -1.399 -2.257 0.007 -1.247
H 0.946 0.630 -1.108 0.378
H 1.843 -0.180 -2.040 0.464
O 1.190 0.526 -2.054 -0.819
H -0.837 -1.618 -3.159 0.639
H 0.217 -1.062 -2.232 0.281
O -0.194 -1.914 -2.493 -1.250
```

No. 2
The following is a quantum chemistry calculation of a structure of composition C25H40BrCl3N3O3SiZn, from OMol25.

Summary:
Total charge   -1
Gap between HOMO and LUMO   4.0903 eV
Relative energy (zero: lowest compared OMol25 entry of this formula, charge and spin)   226.34 kJ/mol

XYZ file:
```
77
Properties=species:S:1:pos:R:3:mulliken_charge:R:1
C -0.152 3.339 -2.618 -1.492
C 0.655 2.078 -2.597 0.276
H 0.291 4.048 -3.322 0.464
H -0.162 3.784 -1.612 0.172
H -1.204 3.158 -2.887 0.181
C 1.953 2.018 -2.939 0.345
C 2.769 3.183 -3.384 -1.816
H 2.495 1.069 -2.823 0.278
H 2.669 4.013 -2.669 0.353
H 2.519 3.554 -4.392 0.330
H 3.816 2.869 -3.390 0.409
Zn -3.997 -0.416 -2.132 0.366
Cl -2.710 -2.179 -1.689 -0.285
Cl -1.275 2.375 1.409 0.047
C 0.441 -3.316 0.132 0.808
O 0.699 -2.680 1.165 -0.633
N 1.180 -4.336 -0.351 0.392
C 2.363 -4.782 0.351 -1.038
C 0.806 -5.068 -1.547 -0.954
H -0.447 -3.093 -0.477 -0.280
H 2.459 -4.215 1.279 0.224
H 3.254 -4.627 -0.270 0.299
H 2.287 -5.852 0.570 0.375
H 0.011 -4.532 -2.078 0.225
H 0.449 -6.077 -1.300 0.324
H 1.666 -5.171 -2.219 0.353
H 1.518 2.716 0.287 0.048
H 3.739 1.022 -0.644 0.274
C 2.172 2.470 1.132 -1.016
C 3.785 0.758 0.424 -0.960
N 2.538 1.073 1.092 0.443
H 1.650 2.679 2.066 0.362
C 1.922 0.176 1.920 0.171
O 1.076 0.460 2.753 -0.575
H 4.016 -0.306 0.529 0.246
H 2.258 -0.864 1.760 0.324
H 3.079 3.078 1.066 0.359
H 4.606 1.343 0.870 0.386
O 0.169 1.248 -0.605 -0.249
C -0.027 0.871 -1.898 0.843
C 1.654 -0.882 -1.385 1.325
C 0.657 -0.491 -2.281 -0.521
H 1.652 -0.348 -0.433 -0.398
C 2.644 -1.801 -1.730 -0.095
H -1.056 0.803 -2.342 -0.445
C 0.502 -1.232 -3.465 -0.611
H 3.470 -1.987 -1.043 0.298
C 2.552 -2.449 -2.957 -0.903
C 1.460 -2.205 -3.796 -0.546
H -0.348 -1.045 -4.140 0.347
H 3.309 -3.173 -3.254 0.421
H 1.368 -2.783 -4.720 0.339
Si -3.099 3.030 2.058 0.246
Cl -4.150 1.662 -2.658 -0.361
C -2.791 3.939 3.698 -1.009
C -4.213 1.574 2.300 -0.541
C -3.847 4.226 0.828 -1.036
H -2.078 4.759 3.487 0.239
H -2.380 3.256 4.479 0.266
H -3.758 4.370 4.038 0.303
H -3.145 4.832 0.248 0.291
H -4.512 4.906 1.360 0.317
H -4.433 3.700 0.074 0.268
H -3.685 0.623 2.259 -0.092
H -4.971 1.573 1.515 0.374
H -4.734 1.645 3.261 0.322
Br -0.877 -1.226 5.863 -0.225
C -1.522 -1.601 4.118 -0.473
C -1.916 -2.909 3.814 -0.142
C -2.375 -3.195 2.529 -0.723
C -2.437 -2.131 1.613 -0.260
N -2.145 -0.898 1.940 -0.064
C -1.607 -0.618 3.116 0.128
H -1.834 -3.680 4.582 0.365
H -2.661 -4.192 2.203 0.420
H -2.761 -2.310 0.591 0.208
H -1.266 0.388 3.272 0.590
```

No. 3
The following is a quantum chemistry calculation of a cluster of 2 separate species, C4H14N2O in total, from OMol25.

Summary:
SMILES   CCCNCN.O
Gap between HOMO and LUMO   10.0886 eV
Relative energy (zero: lowest compared OMol25 entry of this formula, charge and spin)   323.06 kJ/mol

XYZ file:
```
21
Properties=species:S:1:pos:R:3:mulliken_charge:R:1
C 0.421 2.470 1.475 -0.999
C 0.739 0.971 1.977 -0.718
C -0.177 -0.213 1.568 -0.774
N -0.275 -0.409 0.104 -0.328
C 0.112 -1.801 -0.398 -0.504
N 0.875 -1.862 -1.570 -0.487
H 0.163 2.444 0.468 0.343
H 1.365 3.159 1.799 0.248
H -0.485 2.927 1.948 0.286
H 1.652 0.540 1.507 0.342
H 0.723 1.150 2.999 0.416
H -1.111 -0.307 1.954 0.564
H 0.177 -1.158 1.950 0.303
H 0.553 0.172 -0.262 0.258
H 0.594 -2.236 0.543 0.366
H -0.958 -2.087 -0.523 0.297
H 1.332 -2.803 -1.724 0.230
H 0.409 -1.617 -2.359 0.173
H -0.997 -0.012 -2.634 0.286
H -1.703 0.869 -1.794 0.325
O -1.560 0.786 -2.668 -0.624
```

No. 4
The following is a quantum chemistry calculation of a cluster of 10 separate species, C34H86N2O10 in total, from OMol25.

Summary:
SMILES   CC1(C)CCCC(C)(C)N1O.CC1(C)CCCC(C)(C)N1O.CCO.CCO.CCO.CCO.CCO.CCO.CCO.CCO
Gap between HOMO and LUMO   8.5236 eV
Relative energy (zero: lowest compared OMol25 entry of this formula, charge and spin)   103.26 kJ/mol

XYZ file:
```
132
Properties=species:S:1:pos:R:3:mulliken_charge:R:1
C -11.879 -16.673 -7.732 0.192
C -11.218 -18.031 -7.654 -0.227
O -11.100 -18.522 -6.322 -0.563
H -12.270 -16.482 -8.742 -0.699
H -11.263 -15.788 -7.572 0.036
H -12.760 -16.572 -7.093 0.475
H -10.204 -17.968 -8.048 0.173
H -11.780 -18.765 -8.240 0.290
H -11.941 -18.436 -5.862 0.335
C -5.928 -11.324 -10.905 -0.552
C -6.104 -11.255 -9.398 -0.510
O -7.178 -12.084 -8.945 -0.474
H -5.859 -12.372 -11.194 -0.239
H -4.989 -10.824 -11.156 0.450
H -6.746 -10.821 -11.416 0.344
H -6.380 -10.225 -9.122 0.272
H -5.194 -11.447 -8.827 0.407
H -7.763 -12.230 -9.701 0.264
C -8.610 -14.472 -5.899 -1.056
C -9.571 -14.532 -4.728 -0.265
O -10.578 -15.533 -4.960 -0.463
H -9.140 -14.033 -6.750 0.183
H -8.131 -15.416 -6.152 0.404
H -7.816 -13.741 -5.715 0.409
H -10.051 -13.570 -4.572 0.324
H -9.025 -14.817 -3.820 0.250
H -10.187 -16.153 -5.582 0.218
C -6.230 -15.580 -10.518 -0.187
C -5.243 -15.057 -9.522 -0.502
O -5.931 -14.893 -8.268 -0.469
H -5.709 -15.933 -11.420 0.245
H -6.886 -14.757 -10.795 -0.347
H -6.821 -16.464 -10.276 0.428
H -4.818 -14.123 -9.900 0.204
H -4.405 -15.707 -9.252 0.358
H -5.745 -14.045 -7.857 0.252
C -12.383 -10.809 -13.400 -1.043
C -13.246 -11.728 -12.589 0.472
O -12.419 -12.297 -11.574 -0.532
H -12.795 -10.081 -14.094 0.411
H -11.598 -11.368 -13.919 -0.002
H -11.823 -10.188 -12.685 0.344
H -13.641 -12.554 -13.192 -0.227
H -14.113 -11.213 -12.163 0.327
H -12.856 -13.065 -11.192 0.176
C -10.649 -14.158 -15.806 -0.041
C -11.865 -13.383 -16.264 -0.849
O -12.998 -13.798 -15.508 -0.232
H -10.237 -13.856 -14.847 -0.344
H -9.893 -14.139 -16.592 0.269
H -10.898 -15.223 -15.732 0.304
H -12.030 -13.551 -17.333 0.392
H -11.650 -12.316 -16.133 0.281
H -13.776 -13.337 -15.837 0.180
C -9.885 -14.723 -10.400 -0.574
C -9.512 -13.947 -11.660 1.725
O -9.554 -12.558 -11.250 -0.616
H -10.956 -14.647 -10.241 0.352
H -9.242 -14.391 -9.586 0.044
H -9.568 -15.769 -10.531 0.136
H -10.221 -14.083 -12.484 -0.509
H -8.522 -14.124 -12.075 -0.755
H -10.482 -12.282 -11.208 0.315
C -8.046 -17.992 -12.803 -0.516
C -8.693 -19.248 -12.253 -0.589
O -10.024 -19.336 -12.700 -0.375
H -6.991 -18.057 -12.514 0.388
H -8.459 -17.088 -12.354 -0.204
H -8.092 -17.928 -13.887 0.434
H -8.641 -19.260 -11.156 0.311
H -8.063 -20.101 -12.549 0.343
H -10.461 -20.110 -12.335 0.251
C -6.159 -13.327 -18.434 -1.840
C -5.312 -12.589 -17.369 1.684
C -5.891 -11.191 -17.073 -1.264
C -6.494 -10.978 -15.684 -0.846
C -7.279 -12.241 -15.359 -0.915
C -6.385 -13.490 -15.199 1.954
N -5.283 -13.330 -16.122 0.526
O -4.348 -14.385 -16.079 -0.490
C -5.828 -13.516 -13.778 -1.545
C -7.259 -14.711 -15.460 -1.319
C -3.891 -12.440 -17.906 -2.099
H -5.977 -14.398 -18.300 0.348
H -5.924 -13.013 -19.449 0.495
H -7.224 -13.235 -18.206 0.314
H -5.132 -10.418 -17.259 0.422
H -6.629 -10.924 -17.839 0.365
H -7.227 -10.175 -15.758 0.443
H -5.720 -10.766 -14.951 0.369
H -8.124 -12.343 -16.042 0.264
H -7.749 -12.111 -14.375 0.224
H -6.613 -13.333 -13.047 -0.420
H -5.391 -14.511 -13.634 0.606
H -5.009 -12.824 -13.577 0.464
H -8.167 -14.713 -14.846 -0.001
H -7.606 -14.831 -16.480 0.303
H -6.727 -15.586 -15.066 0.366
H -3.204 -12.188 -17.097 0.413
H -3.882 -11.675 -18.682 0.513
H -3.546 -13.364 -18.374 0.380
H -3.637 -14.054 -15.521 0.330
C -13.779 -17.030 -15.892 -1.545
C -14.763 -17.545 -14.825 1.758
C -14.447 -18.983 -14.468 -1.388
C -13.254 -19.079 -13.536 -0.364
C -13.580 -18.353 -12.246 -1.135
C -13.840 -16.874 -12.501 1.986
N -14.780 -16.725 -13.607 0.181
O -15.035 -15.364 -13.879 -0.505
C -14.554 -16.369 -11.250 -1.880
C -12.535 -16.084 -12.683 -0.337
C -16.154 -17.488 -15.439 -2.083
H -12.824 -16.773 -15.434 0.226
H -14.106 -16.134 -16.424 0.408
H -13.590 -17.787 -16.654 0.436
H -15.331 -19.438 -14.010 0.255
H -14.254 -19.588 -15.358 0.471
H -12.335 -18.703 -14.009 0.207
H -12.938 -20.123 -13.410 0.433
H -12.736 -18.481 -11.565 0.317
H -14.465 -18.845 -11.839 0.362
H -15.504 -16.894 -11.119 0.516
H -13.959 -16.493 -10.342 0.062
H -14.873 -15.322 -11.313 0.374
H -12.696 -15.071 -12.312 -0.280
H -11.719 -16.453 -12.049 0.212
H -12.149 -16.184 -13.693 -0.275
H -16.467 -16.467 -15.668 0.335
H -16.959 -17.960 -14.876 0.384
H -16.124 -17.974 -16.424 0.445
H -14.321 -15.097 -14.479 0.372
```

Question: relative energy (zero: lowest compared OMol25 entry of this formula, charge and spin) of number 1 (C2H13NO3)?
Answer: 0.00 kJ/mol

Question: relative energy (zero: lowest compared OMol25 entry of this formula, charge and spin) of number 1 (C2H13NO3)?
Answer: 0.00 kJ/mol

Question: Look up the relative energy (zero: lowest compared OMol25 entry of this formula, charge and spin) of the first one.
Answer: 0.00 kJ/mol